Entry from the OMol25 dataset: 20 unconnected molecules or ions with the total composition CH42O20 at a distorted geometry (ωB97M-V/def2-TZVPD).

Results
* net charge: 0
* orbital gap: 10.35 eV
* largest force on an atom: 2.11 eV Å⁻¹
* spin multiplicity: 1
* LUMO energy: -0.00111 Ha

Atoms and positions in Å:
C -0.637 0.551 1.188
O -0.747 -0.495 0.232
H -0.230 1.456 0.713
H -1.505 0.930 1.719
H 0.045 0.112 1.930
H -1.377 -1.102 0.672
H 2.462 1.863 3.752
H 1.937 0.499 3.349
O 1.876 1.162 4.054
H -2.504 -3.155 -0.873
H -2.570 -2.925 -2.313
O -3.124 -3.281 -1.597
H -2.513 2.194 2.848
H -1.702 3.404 3.141
O -2.433 3.118 2.588
H -3.672 1.438 0.287
H -3.727 2.719 0.951
O -3.875 2.370 0.054
H -3.058 3.472 -1.240
H -2.590 3.418 -2.599
O -2.203 3.542 -1.714
H 2.163 -0.564 0.492
H 3.584 -0.354 1.279
O 2.732 -0.834 1.215
H 1.569 0.114 -3.103
H 1.719 -0.760 -4.295
O 1.458 -0.808 -3.365
H -3.718 -1.025 -0.808
H -4.596 0.133 -1.202
O -4.305 -0.352 -0.420
H -4.002 -1.142 1.794
H -2.776 -2.049 1.996
O -3.045 -1.090 1.896
H 3.480 -3.545 2.287
H 2.941 -2.481 1.317
O 3.071 -3.455 1.417
H 2.599 2.823 -0.731
H 2.950 1.485 -1.338
O 3.013 1.976 -0.510
H 1.466 -3.870 1.155
H 0.610 -4.953 0.624
O 0.564 -3.997 0.746
H 4.982 1.285 0.690
H 5.153 0.005 -0.217
O 5.114 0.334 0.708
H -1.024 -3.707 1.326
H -1.195 -3.332 2.774
O -1.706 -3.349 1.953
H 0.327 -1.800 -2.504
H -0.052 -2.066 -1.026
O -0.424 -2.016 -1.916
H -0.689 4.376 -0.704
H -1.344 3.635 0.485
O -0.597 4.193 0.240
H -1.505 1.806 -1.624
H -0.985 0.307 -1.525
O -0.806 1.187 -1.895
H 4.599 -1.753 -0.747
H 3.783 -1.250 -2.068
O 4.532 -1.129 -1.480
H 1.006 2.901 -3.040
H 0.425 1.616 -3.308
O 1.079 2.216 -3.713